(1)
Formula: C33H28IN4O3PS4Sc
Source: the Open Molecules 2025 dataset
Level of theory: wB97M-V/def2-TZVPD

- HOMO: -2.9 eV
- F_max: 0.007 Eh/bohr
- Total charge: -1
- ΔE to the lowest compared entry with this formula, charge and spin: 212.6 kJ/mol

Each line ends with the Löwdin charge.
CARTESIAN COORDINATES (ANGSTROEM)
Sc1 0.1071 -0.3765 -0.8084  0.5551
O1 -2.7878 -2.7430 1.3006  -0.0215
C1 -2.2265 -2.0251 0.4525  -0.5191
N1 -1.4639 -0.9584 0.6319  -0.0350
C2 -1.2791 -0.5446 2.0044  -0.1449
C3 0.1363 -0.8200 2.4396  -0.2340
C4 0.4511 -1.1447 3.7567  -0.0142
C5 1.7637 -1.4029 4.0966  -0.0690
C6 2.7385 -1.3135 3.1125  -0.0848
C7 2.3466 -0.9803 1.8307  -0.1504
N2 1.0739 -0.7538 1.4895  0.0797
C8 -2.3707 -2.3872 -1.0103  -0.1865
C9 -3.2717 -3.3599 -1.4108  -0.0055
C10 -3.3578 -3.6642 -2.7580  -0.0662
C11 -2.5434 -2.9880 -3.6522  -0.0508
C12 -1.6712 -2.0257 -3.1671  -0.1443
N3 -1.5857 -1.7349 -1.8703  0.0362
H1 -1.4534 0.5347 2.0940  0.1201
H2 -1.9717 -1.0611 2.6724  0.1155
H3 -0.3399 -1.2004 4.4932  0.1170
H4 2.0267 -1.6611 5.1146  0.1065
H5 3.7817 -1.5009 3.3279  0.0986
H6 3.0646 -0.9051 1.0208  0.0556
H7 -3.8716 -3.8445 -0.6538  0.1114
H8 -4.0526 -4.4183 -3.1080  0.1009
H9 -2.5770 -3.1915 -4.7138  0.1017
H10 -1.0275 -1.4569 -3.8256  0.0213
S1 -0.3132 1.0080 -3.0669  -0.0238
S2 1.0840 0.1430 -4.3303  -0.1283
S3 1.9040 -1.3332 -3.1494  -0.1146
S4 2.6500 -0.3374 -1.4952  0.0367
O2 -0.0616 1.3713 0.0370  -0.3086
C13 0.0471 2.4327 0.7919  -0.4230
C14 -0.9780 3.3947 1.2137  -0.2329
C15 -2.2875 3.7284 0.9107  -0.0379
C16 -2.8067 4.8938 1.5137  -0.1187
C17 -2.0925 5.6609 2.4091  -0.1338
C18 -0.7672 5.2804 2.7657  -0.0948
C19 -0.2514 4.1932 2.1449  -0.2567
P1 1.1027 2.9948 2.0598  1.0954
C20 1.4113 2.5166 3.8185  -0.2693
C21 2.6586 2.1393 4.3083  -0.0988
C22 2.8035 1.7077 5.6221  -0.1002
C23 1.7020 1.6218 6.4565  -0.1050
C24 0.4439 1.9644 5.9686  -0.0930
C25 0.3014 2.4062 4.6659  -0.0871
C26 2.7428 3.3848 1.4230  -0.2919
C27 3.0944 2.8109 0.2024  -0.0683
C28 4.3380 3.0739 -0.3515  -0.0677
C29 5.2127 3.9443 0.2865  -0.0921
C30 4.8503 4.5473 1.4840  -0.0970
C31 3.6206 4.2603 2.0593  -0.1042
H11 -2.8877 3.1259 0.2422  0.1019
H12 -3.8180 5.1969 1.2639  0.0911
H13 -2.5324 6.5530 2.8355  0.0783
H14 -0.2058 5.8448 3.5016  0.0971
H15 3.5275 2.1831 3.6643  0.0989
H16 3.7853 1.4303 5.9878  0.0996
H17 1.8167 1.2870 7.4803  0.0951
H18 -0.4251 1.8947 6.6115  0.0999
H19 -0.6791 2.6797 4.2924  0.1107
H20 2.3936 2.1697 -0.3211  0.0619
H21 4.6078 2.6014 -1.2872  0.1031
H22 6.1777 4.1614 -0.1552  0.0967
H23 5.5271 5.2382 1.9717  0.0959
H24 3.3424 4.7166 3.0025  0.1071
N4 0.4855 -4.2451 1.0490  0.2021
C32 1.1238 -3.5031 0.1314  -0.6012
O3 0.5373 -2.6474 -0.5119  -0.0747
C33 2.5755 -3.7600 -0.1937  -0.5411
I1 3.7569 -4.6831 1.3290  0.7988
H25 -0.4733 -3.9952 1.2567  0.1120
H26 0.9906 -4.8485 1.6742  0.0377
H27 3.0305 -2.7975 -0.4295  -0.0104
H28 2.6292 -4.4187 -1.0565  0.0615

***

(2)
Formula: C33H28N3O2Pd
Source: the Open Molecules 2025 dataset
Level of theory: wB97M-V/def2-TZVPD

- Multiplicity: 3
- HOMO (alpha / beta): -4.3 / -5.2 eV
- F_max: 0.002 Eh/bohr
- Total charge: -1
- <S²>: 2.01

Each line ends with the Löwdin charge.
CARTESIAN COORDINATES (ANGSTROEM)
Pd1 0.3167 0.3011 -0.4398  0.9781
C1 -0.7375 -4.0335 -0.6771  -0.0322
C2 -1.9851 -3.2064 -0.7725  -0.2080
C3 -3.0783 -3.6684 -1.4976  -0.0653
C4 -4.2212 -2.9003 -1.6541  -0.1086
C5 -4.2742 -1.6379 -1.0824  -0.0743
C6 -3.2023 -1.1448 -0.3499  -0.2277
C7 -3.2472 0.2343 0.2456  -0.0572
C8 -2.0561 -1.9354 -0.1795  -0.2230
N1 -0.9590 -1.3588 0.4771  0.0340
C9 -0.4343 -1.9567 1.5440  -0.4942
O1 -0.8307 -2.9535 2.1613  0.0026
C10 0.7949 -1.2414 2.0819  -0.1596
C11 1.4366 -1.6130 3.2537  0.0052
C12 2.5027 -0.8412 3.6927  -0.0467
C13 2.8874 0.2931 2.9865  0.0022
C14 2.2015 0.6016 1.8255  -0.1784
N2 1.2189 -0.1862 1.4027  0.0439
C15 2.4494 1.8679 1.0201  -0.5096
O2 3.3302 2.6407 1.4082  0.0154
N3 1.6193 2.0092 -0.0201  -0.0049
C16 1.6698 3.2224 -0.7445  -0.2086
C17 2.1719 3.2343 -2.0514  -0.2068
C18 2.7317 1.9828 -2.6665  -0.0407
C19 2.1486 4.4240 -2.7719  -0.0684
C20 1.6377 5.5869 -2.2184  -0.1079
C21 1.1451 5.5645 -0.9225  -0.0685
C22 1.1551 4.3946 -0.1732  -0.2120
C23 0.6205 4.3779 1.2299  -0.0447
H1 -0.7646 -4.8498 -1.4000  0.0749
H2 -0.6216 -4.4413 0.3283  0.0730
H3 0.1429 -3.4199 -0.8830  0.0723
H4 -3.0179 -4.6467 -1.9626  0.1006
H5 -5.0602 -3.2773 -2.2266  0.0881
H6 -5.1585 -1.0216 -1.2051  0.0975
H7 -4.2233 0.6940 0.0854  0.0684
H8 -2.4860 0.8813 -0.2029  0.0532
H9 -3.0368 0.2105 1.3158  0.0788
H10 1.0747 -2.4825 3.7836  0.1135
H11 3.0249 -1.1108 4.6028  0.1027
H12 3.6835 0.9489 3.3090  0.1136
H13 3.3352 1.4239 -1.9523  0.0694
H14 3.3509 2.2269 -3.5310  0.0744
H15 1.9351 1.3153 -2.9998  0.0674
H16 2.5447 4.4336 -3.7816  0.1001
H17 1.6256 6.5056 -2.7923  0.0893
H18 0.7438 6.4693 -0.4786  0.0985
H19 0.1163 5.3165 1.4623  0.0692
H20 1.4317 4.2270 1.9450  0.0752
H21 -0.0869 3.5566 1.3674  0.0768
C24 4.3115 -2.9110 -2.8469  -0.1022
C25 4.1843 -2.0446 -1.7400  -0.0896
C26 2.9961 -1.4171 -1.4920  -0.0540
C27 1.8651 -1.6131 -2.3254  -0.2044
C28 0.6143 -0.9736 -2.0648  -0.1860
C29 -0.4359 -1.2234 -2.9097  -0.1343
C30 -0.3002 -2.0800 -4.0293  -0.0882
C31 0.8863 -2.6997 -4.2872  -0.0589
C32 2.0015 -2.4839 -3.4383  -0.1803
C33 3.2451 -3.1217 -3.6735  -0.0539
H22 5.2559 -3.4060 -3.0386  0.0920
H23 5.0320 -1.8745 -1.0876  0.0965
H24 2.8985 -0.7433 -0.6498  0.0823
H25 -1.4143 -0.7934 -2.7173  0.0894
H26 -1.1578 -2.2548 -4.6691  0.0974
H27 0.9932 -3.3691 -5.1338  0.1005
H28 3.3338 -3.7856 -4.5269  0.1026

***

(3)
Formula: C33H29AuClGeIN3O3
Source: the Open Molecules 2025 dataset
Level of theory: wB97M-V/def2-TZVPD

- Multiplicity: 3
- HOMO (alpha / beta): -11.0 / -11.0 eV
- F_max: 0.011 Eh/bohr
- Total charge: +1
- ΔE to the lowest compared entry with this formula, charge and spin: 25.9 kJ/mol
- <S²>: 2.04

Each line ends with the Löwdin charge.
CARTESIAN COORDINATES (ANGSTROEM)
Au1 1.8193 0.7443 -1.3486  0.7999
Cl1 7.4294 5.0495 0.2200  0.8102
C1 5.8983 4.3395 -0.0165  -0.5692
C2 4.7736 5.0417 0.3842  -0.1602
C3 3.5098 4.5095 0.2140  -0.6252
I1 1.8517 5.5440 0.8458  1.0607
C4 3.3202 3.2219 -0.4159  -0.3763
O1 2.1781 2.7780 -0.6230  -0.1286
C5 4.5383 2.4761 -0.8050  -0.1437
N1 4.3487 1.2647 -1.3339  0.0765
C6 5.4057 0.5571 -1.6825  -0.0900
C7 6.7162 1.0186 -1.5228  -0.0125
C8 6.9192 2.2650 -0.9863  0.0018
C9 5.8067 3.0326 -0.6092  -0.1587
H1 4.8976 6.0145 0.8387  0.1039
H2 5.2110 -0.4179 -2.1128  0.1169
H3 7.5492 0.3959 -1.8154  0.1185
H4 7.9173 2.6560 -0.8481  0.1022
C10 -0.2718 -3.8232 -3.4135  -0.0081
N2 1.0282 -3.3065 -2.9770  -0.1847
C11 2.2228 -4.1239 -3.1808  -0.0160
C12 1.1409 -2.0518 -2.6369  -0.2473
N3 1.2322 -0.9361 -2.3542  0.0561
H5 -0.4160 -4.8123 -2.9824  0.0967
H6 -0.3143 -3.8892 -4.5013  0.0971
H7 -1.0601 -3.1647 -3.0577  0.0973
H8 2.0231 -5.1266 -2.8070  0.0956
H9 3.0523 -3.7005 -2.6205  0.0953
H10 2.4836 -4.1782 -4.2388  0.0973
O2 0.6853 -0.0539 3.2807  0.2025
C13 0.9182 0.3122 2.1264  -0.6042
O3 1.5345 -0.0647 1.1592  0.0316
C14 0.0476 1.7192 1.9677  -0.0935
C15 -0.9367 1.5501 0.8480  -0.2408
Ge1 -2.2745 0.0778 0.9406  1.0251
C16 -3.4291 0.5657 2.4166  -0.2722
C17 -4.6833 1.1389 2.2032  -0.1029
C18 -5.4770 1.5317 3.2730  -0.0783
C19 -5.0239 1.3615 4.5728  -0.0810
C20 -3.7730 0.8061 4.8018  -0.0770
C21 -2.9818 0.4108 3.7316  -0.1180
C22 -1.4775 -1.6763 1.1952  -0.2628
C23 -1.8421 -2.5085 2.2517  -0.0918
C24 -1.2691 -3.7663 2.3935  -0.0718
C25 -0.3207 -4.2046 1.4818  -0.0780
C26 0.0433 -3.3892 0.4185  -0.0832
C27 -0.5363 -2.1382 0.2745  -0.1224
C28 -3.1657 0.0902 -0.7835  -0.2678
C29 -2.5219 0.5554 -1.9307  -0.1118
C30 -3.1420 0.4899 -3.1727  -0.0875
C31 -4.4170 -0.0432 -3.2856  -0.0858
C32 -5.0681 -0.5190 -2.1558  -0.0786
C33 -4.4442 -0.4555 -0.9180  -0.1099
H11 0.8816 2.3849 1.7326  0.0863
H12 -0.4004 1.9937 2.9173  0.1105
H13 -0.4144 1.4964 -0.1076  0.0191
H14 -1.6042 2.4174 0.8501  0.0962
H15 -5.0462 1.2915 1.1935  0.0928
H16 -6.4494 1.9707 3.0912  0.1060
H17 -5.6435 1.6640 5.4068  0.1059
H18 -3.4138 0.6773 5.8148  0.1064
H19 -2.0064 -0.0217 3.9298  0.0922
H20 -2.5846 -2.1834 2.9700  0.0949
H21 -1.5630 -4.4029 3.2179  0.1069
H22 0.1311 -5.1813 1.5971  0.1042
H23 0.7852 -3.7319 -0.2934  0.0886
H24 -0.2460 -1.5076 -0.5605  0.0549
H25 -1.5252 0.9779 -1.8714  0.0725
H26 -2.6301 0.8617 -4.0515  0.1029
H27 -4.9034 -0.0882 -4.2513  0.1047
H28 -6.0612 -0.9407 -2.2394  0.1064
H29 -4.9622 -0.8460 -0.0490  0.1032

***

no.,DFT total energy (hartree)
1,-4711.87352
2,-1717.05649
3,-4635.09231